Entry 1:
ORCA calculation (the ωB97M-V functional and the def2-TZVPD basis) on C17H39MoO2P3 as an isolated structure in a non-equilibrium geometry.

Geometry as XYZ:
```
62
Properties=species:S:1:pos:R:3:forces:R:3:mulliken_spin:R:1
Mo -0.70932 0.32086 -0.28363 -1.457 3.443 -5.589 0.98
P 1.60469 0.17169 -1.05044 2.332 -0.294 0.074 -0.03
P -0.81806 2.57296 0.57275 -0.179 2.730 0.566 -0.05
P -2.36810 -0.24014 -2.00378 -1.898 0.693 -0.801 -0.09
H 0.35523 -0.24976 1.20087 1.163 0.604 0.832 -0.02
C -0.30047 -1.09938 0.99543 -0.373 -4.927 4.477 0.25
C -1.71925 -0.66439 1.15943 -2.368 -1.085 2.409 0.04
H -2.00880 -0.08105 2.15098 1.018 -0.963 -2.114 0.00
C 2.82587 0.31084 0.29271 0.029 0.075 0.453 0.01
C 1.97320 1.56705 -2.15416 -0.884 0.403 -0.063 0.00
C 2.26288 -1.29046 -1.91778 -0.681 -0.249 -0.140 0.00
C -2.14081 2.86041 1.78308 -0.395 -0.578 0.216 0.03
C 0.68363 3.16480 1.41087 0.322 -0.408 0.001 0.01
C -1.12411 3.78352 -0.75022 0.050 -0.179 -0.551 0.01
C -2.68734 -1.98545 -2.35145 0.616 -0.409 0.517 0.01
C -2.05942 0.50950 -3.62821 0.627 0.220 0.210 0.02
C -4.00505 0.40264 -1.53143 0.090 0.091 0.459 0.02
H -0.19195 -1.38794 -0.08988 0.491 -1.075 -0.638 -0.04
H -2.58160 -1.40738 0.92496 1.785 1.161 0.172 0.00
H 3.21758 -0.68460 0.52945 -0.052 0.203 -0.093 0.00
H 2.42334 0.74193 1.21446 0.070 0.117 -0.143 -0.01
H 3.65786 0.93338 -0.05397 -0.045 -0.094 0.070 0.00
H 1.95808 2.51756 -1.60208 0.059 -0.252 -0.179 0.00
H 1.23817 1.61833 -2.97005 0.290 0.062 0.059 0.00
H 2.97318 1.40271 -2.57882 -0.196 -0.021 0.136 0.00
H 2.58293 -2.04782 -1.19201 -0.061 0.142 -0.183 0.00
H 3.12183 -0.97835 -2.52364 -0.083 -0.077 0.175 0.00
H 1.50779 -1.73273 -2.57790 0.244 0.042 -0.026 0.00
H -2.41527 3.92247 1.75748 0.122 -0.190 0.025 0.00
H -1.78836 2.59689 2.78952 -0.097 0.083 -0.228 0.01
H -3.02624 2.25417 1.55196 0.094 0.273 0.091 -0.01
H 0.49598 4.19108 1.75523 -0.037 -0.166 -0.105 0.00
H 1.53596 3.17571 0.71862 -0.186 0.089 0.143 0.00
H 0.93624 2.52743 2.27666 -0.167 0.322 -0.358 0.00
H -1.62317 4.65687 -0.31089 0.139 -0.135 -0.109 0.00
H -1.76744 3.35563 -1.53066 0.054 0.266 0.155 -0.01
H -0.17489 4.09342 -1.20691 -0.245 -0.027 0.091 0.01
H -3.08262 -2.08006 -3.36514 -0.015 0.076 0.056 0.00
H -3.41545 -2.38685 -1.64246 0.037 0.053 -0.055 0.00
H -1.76901 -2.57496 -2.27678 -0.113 -0.077 -0.170 0.00
H -2.75255 0.06889 -4.34955 -0.004 0.081 0.065 0.00
H -1.03148 0.30846 -3.94756 -0.174 -0.004 -0.153 0.00
H -2.20722 1.59352 -3.58838 -0.033 -0.138 -0.048 0.00
H -4.65656 0.38482 -2.41236 0.065 -0.020 0.076 0.01
H -3.93968 1.43100 -1.15522 -0.064 -0.144 -0.176 0.00
H -4.44701 -0.22572 -0.74847 0.042 0.131 -0.165 0.00
C 2.47664 -3.97222 1.80020 2.700 1.907 -0.609 0.14
C 2.15838 -3.13025 2.97726 2.288 0.975 1.581 0.33
C 1.43411 -1.98665 2.59873 -1.060 -1.018 0.631 -0.10
C 0.41993 -2.27985 1.65072 1.251 1.153 -0.347 0.27
C 0.33050 -3.56811 1.06425 -0.196 -1.378 -0.769 -0.02
C 1.45613 -4.39697 0.98204 -3.021 -0.989 -0.018 0.16
O 3.76322 -3.70527 1.27294 -4.464 -4.846 -0.565 0.13
H 3.78270 -3.03751 1.86829 3.111 4.306 2.970 -0.02
H 2.77049 -3.24271 3.99511 -1.063 0.412 -2.452 0.00
H 1.48422 -0.96943 3.06880 0.003 -1.160 0.084 0.00
H -0.27396 -0.42657 -1.74668 -0.217 0.329 0.323 -0.03
H -0.63695 -3.84104 0.61403 0.723 -0.061 -0.232 0.00
H 1.48306 -5.38749 0.49732 -0.026 0.708 -0.263 0.00
O 1.51846 1.10556 3.64921 -0.153 -0.243 0.351 0.00
H 0.90669 1.15165 4.40774 0.414 0.054 -0.176 0.00
H 2.38317 1.36538 4.00944 -0.225 0.004 0.043 0.00
```
Positions in Å, forces in eV/Å.

Values from the calculation:
Spin multiplicity: 3
Energy relative to the best compared isomer or geometry (same formula, charge and spin): 0.0 kcal per mole
Total charge: +4
Total energy: -52029.4532 eV

---

Entry 2:
ORCA calculation (the ωB97M-V functional and the def2-TZVPD basis) on a 3-piece molecular cluster, C17H39NO8P3S overall in a non-equilibrium geometry.

Geometry as XYZ:
```
69
Properties=species:S:1:pos:R:3:forces:R:3:mulliken_charge:R:1
C 3.43114 6.00821 2.76792 -0.364 -0.309 0.252 -1.54
C 3.91085 4.83044 1.97357 0.183 -0.099 -0.109 1.09
C 5.06810 5.09102 1.03014 -0.562 -0.113 -0.139 -1.41
C 3.38270 3.60671 2.04981 0.112 0.202 -0.036 -0.64
C 2.29298 3.18646 3.00647 0.112 0.534 -0.701 -1.41
C 0.88589 3.59158 2.48025 0.649 -0.606 0.098 -0.31
C 0.24071 2.46811 1.64709 -0.508 0.006 -0.392 1.01
C 0.51218 2.59791 0.13296 -0.010 -0.167 0.725 -1.53
C -1.29266 2.25384 1.88910 1.128 0.071 0.276 -1.05
C -2.06965 3.50367 2.34730 -0.520 -1.005 -0.340 -0.77
P -1.88669 4.95080 1.33256 -0.098 0.485 1.140 0.45
N -2.17449 6.29462 2.28048 0.142 0.304 -0.741 -0.37
C -2.31104 7.37272 1.68086 -0.336 -0.287 0.034 0.54
S -2.57006 8.65232 0.87484 0.159 0.014 0.309 -0.24
H 4.24623 6.56611 3.22399 0.087 0.054 -0.061 0.50
H 2.86216 6.68669 2.12762 0.158 0.143 -0.106 0.28
H 2.74511 5.70112 3.55637 0.025 0.055 0.126 0.28
H 5.93703 4.52018 1.34692 0.187 0.141 -0.014 0.33
H 4.79632 4.76223 0.02738 0.133 -0.050 -0.094 0.34
H 5.30338 6.14987 0.96699 0.164 0.040 0.083 0.39
H 3.76786 2.87597 1.34597 0.027 -0.208 0.129 0.44
H 2.33199 2.10863 3.14277 0.003 -0.036 0.275 0.47
H 2.48763 3.69285 3.94854 -0.125 -0.210 0.232 0.47
H 1.07381 4.45371 1.83739 -0.269 0.299 0.188 0.21
H 0.29989 3.87624 3.35542 -0.225 0.069 -0.101 0.23
H 0.72886 1.53891 1.93490 -0.194 -0.173 0.072 0.26
H -0.11863 1.87102 -0.37283 0.156 -0.001 -0.325 0.46
H 0.31024 3.60337 -0.24157 0.011 0.011 -0.176 0.33
H 1.55253 2.35469 -0.06449 0.057 0.111 -0.201 0.32
H -1.39116 1.51734 2.68551 -0.215 0.061 0.124 0.07
H -1.71624 1.78069 1.00619 -0.219 0.181 -0.074 0.48
H -1.85209 3.73085 3.38687 0.198 0.431 -0.051 0.45
H -3.13430 3.25616 2.31547 -0.121 0.193 0.033 0.60
H -0.60929 5.10132 0.80946 -0.047 -0.108 -0.260 0.07
H -2.83913 4.98903 0.31119 0.183 -0.206 -0.219 0.16
C 1.22620 -3.91995 -0.88048 0.440 -0.301 -0.158 -0.67
O -0.00157 -3.66321 -0.17308 -3.463 -0.301 0.899 -0.37
P 0.04693 -2.50224 0.99883 8.612 1.750 -2.074 1.06
O 0.67405 -1.43054 0.15192 -1.126 0.295 -0.274 -0.62
O 1.15573 -3.38246 1.83819 -1.008 -0.258 0.916 -0.33
C 0.94633 -4.75090 2.20805 0.179 -0.015 -0.075 -0.79
O -0.01156 -1.40503 2.30855 -3.532 -1.247 0.407 -0.13
C -0.96844 -1.69587 3.34363 0.189 -0.030 0.092 -0.85
H 1.06140 -3.72365 -1.93666 -0.178 0.068 0.044 0.18
H 2.05014 -3.31734 -0.51279 -0.114 0.121 0.054 0.40
H 1.47231 -4.97488 -0.76251 -0.152 -0.025 0.040 0.26
H 1.76839 -5.34419 1.81067 0.008 -0.005 0.003 0.26
H 0.01141 -5.14875 1.81707 0.020 -0.010 -0.068 0.38
H 0.94907 -4.82579 3.29497 0.002 0.026 0.004 0.31
H -0.74023 -2.64390 3.83801 -0.001 0.016 0.031 0.33
H -1.97422 -1.73920 2.92082 -0.081 0.045 0.186 0.39
H -0.93309 -0.89966 4.08425 0.098 0.023 -0.023 0.23
C -0.63397 -6.28429 -6.58733 0.118 -0.267 -0.163 -0.72
O -1.14837 -5.05576 -6.05188 -0.933 3.069 0.314 -0.47
P -1.64645 -5.10409 -4.49295 0.908 -6.595 1.370 1.26
O -0.45772 -5.67795 -3.82086 -0.143 0.665 0.038 -0.65
O -2.84522 -6.17888 -4.82280 -0.179 0.534 -0.119 -0.37
C -3.74150 -6.03821 -5.92654 0.053 -0.194 0.053 -0.80
O -2.46022 -4.60004 -3.13700 0.403 2.845 -1.691 -0.23
C -3.44533 -3.55902 -3.20329 -0.193 -0.171 0.030 -0.67
H 0.39887 -6.10965 -6.87904 0.004 0.030 0.065 0.26
H -0.67941 -7.09654 -5.86831 0.015 0.069 0.077 0.37
H -1.22193 -6.54073 -7.46880 -0.034 0.090 0.020 0.27
H -3.68481 -6.93828 -6.53812 -0.024 -0.008 -0.009 0.26
H -3.50216 -5.17874 -6.55103 0.035 0.001 -0.022 0.38
H -4.75719 -5.93714 -5.54405 -0.001 -0.006 0.014 0.28
H -4.28602 -3.85404 -3.83682 0.006 0.006 0.002 0.29
H -3.01492 -2.62756 -3.57214 -0.011 0.019 0.036 0.31
H -3.80863 -3.39694 -2.19190 0.023 -0.065 0.021 0.22
```
Positions in Å, forces in eV/Å.

Values from the calculation:
Energy relative to the best compared isomer or geometry (same formula, charge and spin): 26.2 kcal per mole
Total charge: +1
Total energy: -74822.2888 eV

---

Entry 3:
ORCA calculation (the ωB97M-V functional and the def2-TZVPD basis) on C17H39OP3PdS as an isolated structure in a non-equilibrium geometry.

Geometry as XYZ:
```
62
Properties=species:S:1:pos:R:3:forces:R:3:mulliken_spin:R:1
Pd -0.36500 0.59356 -1.24482 3.356 -2.714 0.079 0.88
P -1.82798 2.07703 -1.05370 -2.162 0.801 -0.207 0.08
P -1.59970 -1.53985 -0.35771 -1.375 -1.002 0.778 0.13
P 1.93743 1.30018 -2.03697 2.925 0.913 -0.350 0.49
H 0.61541 -3.45335 -2.17372 0.612 -0.132 0.281 0.00
C 1.53216 -2.92332 -1.89439 -0.115 0.378 -0.416 0.02
C 1.74664 -2.33250 -0.71960 -0.138 -0.160 -0.348 0.03
H 1.12602 -2.48290 0.15716 -0.012 0.128 -0.139 0.00
C -3.04581 2.12616 -2.37174 -0.120 0.433 0.109 0.05
C -2.61682 1.84511 0.51666 -0.359 0.210 0.268 0.04
C -0.73541 3.47683 -0.93560 0.108 0.224 -0.360 0.09
C -1.27034 -3.33106 -0.19113 0.543 -0.327 -0.826 0.02
C -1.41898 -1.01501 1.39491 0.543 0.746 -0.255 0.03
C -3.36395 -1.42201 -0.82500 -0.048 0.390 -0.900 0.01
C 3.22824 0.15862 -2.72181 -0.534 -0.373 -0.080 0.05
C 2.50294 1.90995 -0.41841 -0.680 -0.430 0.394 0.06
C 2.01502 2.77131 -3.18495 -1.024 -0.067 -0.191 0.04
H 2.28022 -2.84926 -2.69292 -0.196 -0.094 0.484 0.01
H 2.63159 -1.73855 -0.58088 0.381 -0.103 0.266 -0.01
H -3.71200 2.97841 -2.15912 -0.029 -0.238 -0.301 0.02
H -3.62354 1.18892 -2.38920 0.148 0.375 0.081 0.00
H -2.56081 2.26271 -3.34380 -0.134 0.120 0.146 -0.01
H -3.23651 2.74139 0.54571 -0.349 0.114 0.742 0.03
H -1.86948 1.82786 1.31517 -0.200 0.282 -0.065 -0.01
H -3.24980 0.95248 0.59861 0.099 0.553 -0.225 -0.01
H -1.43338 4.29604 -0.82213 0.113 0.885 -0.036 0.03
H -0.11589 3.57575 -1.84024 -0.433 0.279 0.303 -0.02
H -0.09902 3.41668 -0.05157 -0.214 0.018 0.060 0.01
H -2.23247 -3.81151 -0.00819 -0.207 0.196 0.075 0.01
H -0.58634 -3.59478 0.61975 -0.157 0.424 0.000 0.00
H -0.85916 -3.79277 -1.08270 -0.226 -0.012 -0.136 0.00
H -2.31761 -0.45771 1.71382 0.504 -0.425 -0.104 0.00
H -0.51650 -0.36079 1.50133 -0.635 -0.494 0.308 -0.01
H -1.29562 -1.94307 1.98739 -0.074 0.514 -0.326 0.01
H -4.05569 -2.05487 -0.24306 0.621 0.061 0.068 0.01
H -3.45065 -1.70748 -1.88484 -0.025 -0.150 0.268 0.00
H -3.73710 -0.39170 -0.77931 0.183 -0.277 0.125 0.00
H 3.89162 0.80358 -3.31222 -0.053 -0.061 0.220 0.02
H 2.79302 -0.58341 -3.42095 0.312 0.481 0.528 0.01
H 3.80604 -0.35749 -1.93792 -0.364 0.247 -0.227 0.00
H 3.52328 2.30105 -0.44921 0.071 0.046 -0.372 0.04
H 2.47026 1.11064 0.32348 0.048 -0.019 -0.017 0.00
H 1.81985 2.68865 -0.07063 0.280 0.014 -0.036 -0.01
H 2.80165 2.73191 -3.97349 -0.447 -0.448 0.683 0.00
H 2.15324 3.73392 -2.64079 -0.292 -0.764 -0.147 0.01
H 1.02587 2.72291 -3.69005 0.659 0.680 0.015 0.01
C 0.53110 -0.46143 -5.33071 -0.551 -0.561 -0.744 0.16
C 0.14996 -0.15434 -6.68502 0.502 -0.255 -1.264 0.15
C 0.75771 -0.84953 -7.74446 -1.397 1.272 -0.178 0.02
C 1.66922 -1.89478 -7.54474 -0.782 0.211 -1.207 0.21
C 1.90299 -2.25061 -6.22469 0.032 -0.281 2.103 0.14
C 1.36022 -1.57543 -5.13352 0.806 -0.913 -1.004 -0.01
S -0.32669 0.33560 -4.12065 -0.219 0.037 -0.498 1.17
H -0.96052 -0.75186 -1.93104 -0.484 -1.035 1.023 0.01
H -0.65367 0.57436 -6.84533 0.512 -0.217 -0.256 -0.01
H 0.41495 -0.62280 -8.76292 0.239 0.019 0.458 0.00
H 2.03172 -2.50586 -8.40765 -0.129 0.706 0.895 -0.01
H 2.45404 -3.15254 -6.04383 0.382 -0.246 0.221 0.01
H 1.50000 -1.96854 -4.14867 0.107 -0.052 0.196 0.00
O 0.80971 1.04693 2.32418 0.896 -1.077 0.256 0.00
H 0.24157 1.38223 3.03105 0.350 -0.013 0.229 0.00
H 1.48772 0.45556 2.76918 -1.171 1.185 -0.443 0.00
```
Positions in Å, forces in eV/Å.

Values from the calculation:
Spin multiplicity: 5
Total charge: +4
Total energy: -62442.8889 eV